[1]
C11H29ClCoN2O3 as an isolated structure at a distorted geometry. Source: OMol25; level of theory: ωB97M-V with the def2-TZVPD basis set.

Geometry as XYZ:
```
47
Properties=species:S:1:pos:R:3:forces:R:3
Co 0.4543 0.0986 -0.1942 0.6 0.3 0.2
Cl 2.6520 0.9352 -0.6647 0.5 0.1 0.0
C -2.7670 -0.6752 2.1102 1.3 -1.0 0.8
C -2.4528 -0.0122 0.7868 0.2 -1.1 -1.4
C -2.3577 1.4756 0.9944 1.2 0.5 -3.5
O -1.2652 -0.5644 0.2009 -0.6 0.3 0.5
H -2.2293 -0.1617 2.9256 -0.6 0.3 0.0
H -2.2282 -1.6319 2.1417 -0.6 -0.2 -0.3
H -3.8138 -0.8666 2.3567 0.1 0.4 -0.1
H -3.2467 -0.2965 0.0374 0.2 0.6 0.8
H -1.5000 1.7120 1.6067 0.2 0.1 0.5
H -3.2489 1.8922 1.3715 -1.0 0.6 0.7
H -2.1327 1.9420 -0.0486 -0.5 -0.5 1.9
C 0.9296 -0.7531 4.0895 0.6 -1.4 -2.2
C 1.4769 -0.8177 2.6044 0.2 2.3 2.2
C 0.7810 -1.9023 1.9025 2.0 -1.0 1.5
O 1.3901 -1.9187 0.6460 -0.8 -0.4 -0.5
C 1.2656 -3.1380 -0.0476 0.4 -0.5 -0.7
N 1.1693 0.4454 1.9182 -1.1 1.0 -0.3
H 1.3279 0.0480 4.6467 0.7 0.7 0.8
H 0.9503 -1.7311 4.5612 0.7 0.0 0.4
H -0.1086 -0.6092 3.9627 -1.4 0.6 0.0
H 2.5688 -0.8587 2.5032 -0.2 -0.7 0.4
H -0.2456 -1.6349 1.9088 -1.1 -0.4 -0.5
H 1.0293 -2.8057 2.5223 -0.5 0.2 -0.9
H 0.7478 -2.9298 -1.0130 0.6 -0.5 0.5
H 0.6929 -3.9125 0.4882 0.0 0.5 0.0
H 2.3101 -3.5216 -0.1478 -0.9 0.1 -0.5
H 1.9449 1.0944 1.8693 0.1 -0.2 -0.1
H 0.3772 0.9600 2.3170 0.3 -0.4 0.1
C 0.5367 0.2044 -4.6132 0.6 0.5 -0.6
C 0.6135 0.5974 -3.1388 2.2 -0.4 -1.2
C -0.4808 1.5123 -2.7764 -0.4 1.7 1.1
O -0.3800 2.0692 -1.4493 -0.6 -2.0 -0.3
C 0.3110 3.2608 -1.3739 1.1 -0.1 1.3
N 0.6396 -0.5910 -2.2441 0.3 1.3 0.5
H 0.3604 1.0160 -5.3529 -0.2 -0.3 0.8
H -0.2095 -0.5302 -4.6630 -1.5 -0.9 -0.6
H 1.4318 -0.2936 -4.9866 0.3 0.0 0.4
H 1.6225 1.0778 -3.0492 -1.0 -0.3 0.6
H -1.3907 0.9393 -2.7870 -0.8 0.0 -0.1
H -0.5334 2.4398 -3.3673 -0.1 -0.9 -0.8
H 1.3404 3.0837 -1.0902 0.3 0.0 0.1
H -0.1728 3.8413 -0.6232 -0.3 0.7 0.7
H 0.3216 3.8024 -2.2703 -0.2 0.8 -1.6
H 1.5601 -0.9683 -2.2925 0.7 -0.5 0.1
H -0.0418 -1.3229 -2.2780 -0.8 0.0 -0.8
```
Forces are in eV/Å.

Properties
LUMO energy (spin up / spin down): 0.8 / 0.8 eV
Total charge: 0
2S+1: 4

Mulliken population analysis, charges in e, atoms 1 to 6:
1 Co 0.80
2 Cl -0.57
3 C -1.35
4 C 0.60
5 C -1.10
6 O -0.56



[2]
A 2-piece molecular cluster, C2H3Cl2FO overall at a distorted geometry. Source: OMol25; level of theory: ωB97M-V with the def2-TZVPD basis set.

Geometry as XYZ:
```
9
Properties=species:S:1:pos:R:3:forces:R:3
C -0.9044 -0.8836 1.2199 -1.1 -1.4 2.4
C -0.2468 -0.6323 0.1309 -1.7 0.7 -0.9
O 1.0332 -0.4119 0.0481 1.5 -0.4 -1.0
F -0.1835 -1.0862 2.3789 -0.7 0.2 -0.8
Cl 1.6544 2.3189 -1.0491 -2.2 1.3 -1.7
Cl -1.2134 -0.3416 -1.3124 0.3 -0.2 0.0
H -1.9821 -1.1471 1.2723 1.1 0.6 0.1
H 0.5979 2.8391 -1.8169 2.2 -1.1 1.6
H 1.2446 -0.6553 -0.8716 0.6 0.3 0.4
```
Forces are in eV/Å.

Properties
SMILES: O/C(Cl)=C\F.Cl
Relative energy (zero: lowest compared OMol25 entry of this formula, charge and spin): 27.3 kcal per mole
LUMO energy: 0.3 eV
Total charge: 0

Mulliken population analysis, charges in e, atoms 1 to 6:
1 C -0.23
2 C 0.44
3 O -0.41
4 F -0.24
5 Cl -0.28
6 Cl -0.20



[3]
A 2-piece molecular cluster, C4H9O overall at a distorted geometry. Source: OMol25; level of theory: ωB97M-V with the def2-TZVPD basis set.

Geometry as XYZ:
```
14
Properties=species:S:1:pos:R:3:forces:R:3
C 0.0297 1.6373 -1.3238 -2.2 -0.2 1.2
O -1.1221 2.2791 -1.4239 0.3 0.3 -0.5
C 0.1413 0.1301 -1.4500 -1.6 -0.2 -1.0
C 0.1597 0.7029 -0.0315 3.4 0.7 -1.6
C 1.5382 0.5981 0.6332 -0.7 0.4 0.5
H 0.9517 2.0925 -1.7382 0.2 0.1 0.5
H -3.5103 -4.8927 3.4865 -0.1 -0.2 0.5
H -0.7261 -0.4613 -1.7468 -0.2 0.4 0.0
H 0.9281 -0.0476 -2.1836 0.8 -0.6 1.2
H -3.3462 -4.6596 2.8181 0.1 0.2 -0.5
H -0.7344 0.8052 0.5534 -0.3 -0.5 -0.1
H 2.2276 1.1958 0.0332 0.3 -0.3 -0.1
H 1.5644 1.0533 1.6325 -0.1 0.0 0.0
H 1.8982 -0.4330 0.7409 0.1 0.1 -0.1
```
Forces are in eV/Å.

Properties
Relative energy (zero: lowest compared OMol25 entry of this formula, charge and spin): 49.6 kcal per mole
LUMO energy: 4.2 eV
Total charge: -1

Mulliken population analysis, charges in e, atoms 1 to 6:
1 C 0.05
2 O -0.92
3 C -0.81
4 C -0.25
5 C -1.19
6 H 0.23



[4]
One molecule with the formula C27H31NO6 at a distorted geometry. Source: OMol25; level of theory: ωB97M-V with the def2-TZVPD basis set.

Geometry as XYZ:
```
65
Properties=species:S:1:pos:R:3:forces:R:3
C 2.6674 0.4805 -3.0185 0.2 0.0 -0.3
H 3.5768 1.0506 -2.8056 0.0 0.0 0.0
O 1.9462 0.1959 -1.8452 -0.3 0.2 0.3
C 1.5213 1.2055 -1.0535 -0.3 0.2 0.4
C 1.6718 2.5548 -1.3882 0.2 0.1 -0.4
C 1.2046 3.5492 -0.5495 -0.2 -0.4 0.4
C 0.5652 3.1972 0.6580 0.1 -0.2 -0.2
C 0.4270 1.8363 0.9793 0.5 0.5 -0.9
C 0.9027 0.8277 0.1429 -0.1 -0.1 0.2
C 0.7496 -0.6291 0.5230 -0.1 0.0 -0.2
C 2.1055 -1.3003 0.4629 0.1 -0.3 0.2
C 2.3909 -2.3829 -0.3521 -0.2 0.1 0.2
C 3.6555 -2.9691 -0.3893 0.4 0.0 0.1
C 4.6242 -2.4299 0.4178 -0.2 0.4 0.3
C 4.3491 -1.3394 1.2429 0.0 -0.4 -0.4
C 3.1063 -0.7636 1.2839 0.3 -0.1 0.0
H 2.9060 0.0762 1.9290 0.0 0.2 0.1
O 5.4830 -0.9973 1.9368 -0.5 0.2 0.0
C 6.4715 -1.9217 1.5395 1.2 -0.1 0.4
O 5.9374 -2.8004 0.5740 -0.3 -0.2 -0.3
H 6.8110 -2.4986 2.4158 -0.2 0.1 -0.2
H 7.3305 -1.3808 1.1103 -0.3 -0.1 0.0
H 3.8670 -3.8115 -1.0265 0.0 -0.1 -0.1
H 1.6263 -2.7905 -0.9911 -0.1 0.0 -0.1
C -0.3391 -1.2981 -0.3228 -0.1 0.3 0.3
H -0.0929 -1.2260 -1.3814 0.0 -0.1 0.0
H -0.3965 -2.3515 -0.0487 0.0 -0.1 -0.1
C -1.7021 -0.6392 -0.0898 0.2 -0.3 -0.2
N -2.7057 -1.2168 -0.9678 0.1 0.1 -0.1
C -3.7677 -0.3077 -1.3512 -0.1 0.2 0.1
C -4.7806 -0.0449 -0.2312 0.0 -0.2 -0.3
C -5.3833 -1.3706 0.2253 0.3 0.2 0.2
C -4.2744 -2.3356 0.6481 -0.1 -0.2 -0.2
C -4.8403 -3.6991 1.0286 0.2 0.3 0.0
H -5.5542 -3.6015 1.8437 -0.1 -0.1 0.1
H -4.0448 -4.3696 1.3465 0.0 -0.1 0.0
H -5.3498 -4.1501 0.1789 -0.1 -0.1 -0.1
C -3.2618 -2.4740 -0.5016 0.0 0.0 0.2
H -2.4418 -3.1263 -0.1967 0.0 -0.1 0.0
H -3.7617 -2.9423 -1.3570 0.0 -0.1 0.0
H -3.7623 -1.9155 1.5205 0.0 0.0 0.0
H -6.0745 -1.2074 1.0555 -0.1 -0.1 0.0
H -5.9482 -1.8130 -0.6002 -0.1 -0.1 0.0
H -4.2774 0.4407 0.6080 0.0 0.1 0.0
H -5.5632 0.6259 -0.5907 0.0 0.1 0.0
H -3.3189 0.6295 -1.6899 0.0 0.0 -0.1
H -4.2881 -0.7600 -2.2030 0.0 0.1 0.0
H -1.9626 -0.7169 0.9761 0.0 0.1 0.0
H -1.6205 0.4235 -0.3314 0.0 0.0 0.1
H 0.4183 -0.6523 1.5669 0.1 0.0 -0.1
O -0.1836 1.4600 2.1266 0.0 -0.2 0.0
C -0.7090 2.3533 3.0264 -0.4 0.0 0.7
O -1.2501 1.9041 4.0063 0.2 0.1 -0.4
C -0.5631 3.7598 2.7087 0.2 0.3 -0.3
C 0.0472 4.1600 1.5757 -0.2 -0.1 0.4
H 0.1600 5.2049 1.3302 0.0 0.1 0.1
H -0.9705 4.4517 3.4273 0.0 0.0 0.1
O 1.3071 4.8780 -0.7975 -0.2 -0.2 0.3
C 1.9328 5.3039 -1.9845 0.1 0.1 -0.2
H 1.3985 4.9470 -2.8704 0.0 0.0 0.0
H 1.8985 6.3918 -1.9589 0.0 -0.1 0.0
H 2.9762 4.9768 -2.0282 0.0 0.0 0.0
H 2.1540 2.8179 -2.3138 0.0 0.0 -0.1
H 2.0565 1.0205 -3.7495 0.0 0.0 0.1
H 2.9425 -0.4895 -3.4293 0.0 0.1 0.0
```
Forces are in eV/Å.

Properties
SMILES: COc1cc(OC)c2ccc(=O)oc2c1[C@@H](CCN1CCC[C@@H](C)C1)c1ccc2c(c1)OCO2
Relative energy (zero: lowest compared OMol25 entry of this formula, charge and spin): 65.3 kcal per mole
LUMO energy: 0.3 eV
Total charge: 0

Mulliken population analysis, charges in e, atoms 1 to 6:
1 C -1.14
2 H 0.40
3 O -0.24
4 C 0.47
5 C -1.03
6 C 0.79



[5]
One molecule with the formula C4H4N2 at a distorted geometry. Source: OMol25; level of theory: ωB97M-V with the def2-TZVPD basis set.

Geometry as XYZ:
```
10
Properties=species:S:1:pos:R:3:forces:R:3
C 0.0354 -0.7669 -0.8241 -2.4 -0.2 0.4
C 0.7486 0.7123 0.0840 0.1 0.9 0.9
C -0.5812 0.6246 -0.3720 0.0 -0.7 -1.1
N -0.1662 -1.9290 -0.2797 1.0 0.5 0.0
C -0.0792 0.5830 1.3037 1.8 -0.7 -0.4
N -0.2220 0.5034 2.4745 -0.8 0.2 -0.5
H -0.3328 -1.8570 0.7275 -0.2 0.0 -0.1
H 0.2058 -0.7608 -1.9046 0.4 0.4 0.3
H 1.4004 1.5580 -0.1283 0.3 -0.3 0.0
H -1.0088 1.3325 -1.0809 -0.4 -0.1 0.2
```
Forces are in eV/Å.

Properties
Relative energy (zero: lowest compared OMol25 entry of this formula, charge and spin): 156.1 kcal per mole
LUMO energy (spin up / spin down): -1.4 / -1.5 eV
Total charge: 0

Mulliken population analysis, charges in e, atoms 1 to 6:
1 C -0.09
2 C -0.05
3 C -0.11
4 N -0.64
5 C 0.11
6 N -0.45